No. 1
Below is C63H70IN4O3P2S2ScSi2Te as an isolated structure in a non-equilibrium geometry, with properties calculated with the ωB97M-V functional and the def2-TZVPD basis.

The value obtained for the HOMO-LUMO gap is 0.2667 hartree. As for the calculated total energy: -170669.276 eV.

Structure (ORCA input):
```
! RIJCOSX wB97M-V def2-TZVPD def2/J DEFGRID3
* xyz 0 1
Sc -0.12145 -0.35611 0.42364
C -0.13611 -2.33825 4.57050
C 0.28052 -1.54530 3.37016
N -0.09189 -1.81607 2.16897
N -1.02099 -2.83051 1.96564
C -2.59853 -2.49308 0.50809
S -2.54495 -0.80663 -0.15627
S -3.82523 -3.50328 -0.39291
C -5.31916 -2.45530 -0.31864
C -6.09167 -2.62406 0.96413
C -6.46883 -1.51652 1.71224
C -7.18653 -1.67296 2.89126
C -7.52748 -2.94012 3.33395
C -7.14914 -4.05466 2.59595
C -6.43772 -3.89600 1.41866
C 1.07773 -0.31744 3.59086
C 1.92365 -0.17427 4.65270
C 2.17208 1.09004 5.25717
C 1.47221 2.19271 4.88016
C 0.80062 2.28769 3.60881
C 0.69353 0.85094 2.79684
O -0.33675 0.71117 1.94621
H -0.78568 -3.16558 4.29616
H -0.64438 -1.68806 5.28048
H 0.75624 -2.73118 5.06525
H -5.91408 -2.76435 -1.17894
H -4.98382 -1.42955 -0.46637
H -6.19087 -0.52412 1.37714
H -7.47247 -0.80095 3.46564
H -8.08503 -3.06381 4.25390
H -7.41057 -5.04929 2.93546
H -6.12510 -4.75927 0.84482
H 2.29988 -1.05533 5.15913
H 2.76582 1.11331 6.16240
H 1.37932 3.02837 5.56565
H -0.82568 3.35824 4.47509
C 2.72772 0.97956 -2.91269
C 2.27039 -0.43239 -3.11987
N 2.74211 -1.11257 -4.14167
C 2.36128 -2.38573 -4.31727
C 1.48502 -3.04271 -3.48619
C 1.22555 -4.51487 -3.70395
O -0.14067 -4.87251 -3.85678
C 0.95472 -2.33350 -2.38501
C 0.01791 -2.98543 -1.48870
N -0.22050 -2.54929 -0.31230
C -1.18586 -3.19868 0.52065
C -1.22437 -4.70895 0.47352
C -1.92071 -5.46826 1.31997
C -2.85959 -5.03845 2.35473
C -3.15642 -3.78867 2.71139
C -2.49897 -2.58684 2.09483
I -3.09232 -0.83960 3.22164
C 1.36207 -1.00081 -2.17913
O 0.97686 -0.27880 -1.16007
H 3.38996 1.27240 -3.72295
H 3.25625 1.06252 -1.95912
H 1.86721 1.65178 -2.87037
H 2.80310 -2.89460 -5.16824
H 1.57678 -5.07563 -2.83447
H 1.81281 -4.84473 -4.56597
H -0.46273 -4.54093 -4.70000
H -0.48096 -3.87434 -1.87292
H -0.59816 -5.18768 -0.26942
H -1.82737 -6.54219 1.20495
H -3.39313 -5.84143 2.85013
H -3.92722 -3.60409 3.44823
C 4.57677 -3.65983 2.53787
Si 4.19600 -3.80952 0.69297
C 2.45760 -4.52563 0.55917
C 5.46167 -4.93436 -0.14478
C 4.25130 -2.13735 -0.18955
Te 3.09039 -0.60979 0.81655
C 4.69701 -0.18146 2.22493
Si 5.81160 1.24345 1.67066
C 6.99829 0.60469 0.34902
C 6.78284 1.86117 3.17089
C 4.85375 2.70650 0.95043
H 4.44090 -4.62379 3.03225
H 3.90214 -2.94053 3.00888
H 5.60286 -3.33563 2.72479
H 2.37284 -5.47263 1.09613
H 2.17983 -4.70320 -0.48276
H 1.73114 -3.83201 0.98523
H 5.43105 -5.94865 0.25765
H 6.47385 -4.54961 -0.00284
H 5.27928 -4.99418 -1.21989
H 3.84580 -2.22052 -1.20115
H 5.26671 -1.74994 -0.27591
H 5.28305 -1.09602 2.32079
H 4.24206 0.01486 3.19761
H 7.55546 -0.26812 0.69739
H 7.72360 1.37089 0.06957
H 6.45521 0.31655 -0.55445
H 7.44255 1.08885 3.57228
H 6.11294 2.17526 3.97439
H 7.40254 2.71967 2.90332
H 4.09055 2.36518 0.24777
H 5.53210 3.37195 0.41236
H 4.36194 3.29889 1.72533
C -0.20573 4.49828 -1.86284
P -0.49021 2.94783 -0.85607
C 0.43867 3.38938 0.68564
C 0.23491 4.57995 1.53019
C -0.09100 4.51273 2.81550
C -0.40016 3.20128 3.48367
C 1.66686 1.96788 2.41379
C 1.27040 2.40535 1.04842
C -2.24566 3.22900 -0.35044
C -2.71250 4.31557 0.39044
C -4.06374 4.44811 0.67152
C -4.97536 3.51690 0.19379
C -4.52510 2.44805 -0.56186
C -3.17175 2.30326 -0.82363
P -0.24141 4.09431 -3.68060
C -0.34513 5.79537 -4.37928
C -0.97733 5.98905 -5.60860
C -1.08413 7.25629 -6.15701
C -0.54383 8.35014 -5.49505
C 0.12489 8.16368 -4.29616
C 0.23174 6.89340 -3.74585
C -2.00248 3.60252 -3.88630
C -3.06383 4.48106 -3.67152
C -4.36446 4.07917 -3.91810
C -4.62326 2.79397 -4.38012
C -3.57768 1.90658 -4.57617
C -2.27161 2.31136 -4.33070
H 0.81041 4.83117 -1.64117
H -0.91816 5.28336 -1.60631
H 0.41598 5.53827 1.05027
H -0.18428 5.41583 3.40906
H -1.14772 2.66759 2.88547
H 2.71751 1.81637 2.63644
H 1.48868 1.66143 0.28261
H -2.02897 5.06200 0.75680
H -4.40266 5.28440 1.27114
H -6.03097 3.63507 0.40459
H -5.22627 1.71861 -0.94828
H -2.82928 1.46109 -1.40976
H -1.40416 5.13802 -6.12602
H -1.59505 7.39195 -7.10199
H -0.63936 9.34266 -5.91626
H 0.56243 9.00964 -3.78091
H 0.76665 6.76811 -2.81355
H -2.87223 5.48906 -3.32239
H -5.18135 4.77105 -3.75436
H -5.64039 2.49069 -4.59485
H -3.77633 0.90175 -4.92732
H -1.44925 1.62207 -4.48661
*
```



No. 2
Below is C63H78AsCrFN3O8PSi as an isolated structure in a non-equilibrium geometry, with properties calculated with the ωB97M-V functional and the def2-TZVPD basis.

The value obtained for the HOMO-LUMO gap (alpha / beta) is 0.2452 / 0.2147 hartree. As for the calculated total energy: -196595.945 eV. Its expectation value of S² is 0.774.

Structure (ORCA input):
```
! RIJCOSX wB97M-V def2-TZVPD def2/J DEFGRID3
* xyz -1 2
Cr 0.19816 0.16851 -0.89116
O 1.54903 -1.13968 -0.78433
C 2.55583 -1.36363 -1.51795
C 3.06693 -0.55911 -2.57499
C 4.27872 -0.89975 -3.18317
C 4.85159 -0.10025 -4.16590
C 4.20475 1.08630 -4.56784
C 3.01265 1.43736 -4.01482
C 2.37776 0.65051 -2.99994
O 1.27743 1.01011 -2.50772
N 6.07828 -0.45500 -4.74199
O 6.59607 -1.52841 -4.40945
O 6.60192 0.31073 -5.56062
H 3.13972 -2.27445 -1.30648
H 4.80861 -1.78892 -2.87335
H 4.68349 1.70290 -5.31316
H 2.51561 2.35115 -4.30725
C -4.09976 3.01442 0.31571
C -4.47280 2.95195 -1.16549
C -4.86487 4.34851 -1.66303
C -5.62333 1.95412 -1.36364
O -3.40760 2.48446 -1.95614
Si -1.78491 2.74438 -1.92934
O -1.11862 1.44967 -1.31228
O -1.34316 3.16321 -3.45942
C -1.52529 2.56417 -4.71634
C -0.79080 3.45158 -5.73530
C -3.01821 2.52488 -5.06632
C -0.94916 1.14675 -4.72240
O -1.46815 4.10071 -1.06652
C -0.42160 5.04337 -1.20232
C -0.83685 6.07031 -2.26340
C 0.89978 4.38918 -1.60278
C -0.26410 5.71060 0.16930
H -4.94812 3.36106 0.90373
H -3.25898 3.68890 0.44254
H -3.80256 2.02606 0.65259
H -5.69461 4.75004 -1.08616
H -5.14794 4.29961 -2.71224
H -3.99941 4.99748 -1.56470
H -6.49578 2.25762 -0.79106
H -5.30535 0.96803 -1.03248
H -5.89223 1.89839 -2.41589
H -1.19588 4.46118 -5.70369
H -0.91347 3.05359 -6.73991
H 0.27062 3.49264 -5.50166
H -3.44552 3.51781 -4.94921
H -3.53245 1.85631 -4.38267
H -3.15260 2.19496 -6.09526
H 0.13529 1.18157 -4.77326
H -1.33540 0.57313 -5.56274
H -1.22002 0.66626 -3.78812
H -1.06774 5.53831 -3.18098
H -0.03001 6.77589 -2.44464
H -1.72474 6.60832 -1.93683
H 0.81259 3.95138 -2.59148
H 1.14143 3.59241 -0.90510
H 1.69958 5.12812 -1.59724
H -1.22070 6.10275 0.50771
H 0.45683 6.52250 0.11658
H 0.08364 4.97089 0.88524
C 2.77445 3.31016 1.83893
C 3.35193 2.56641 0.82761
C 2.60756 1.61934 0.14306
C 1.25747 1.38439 0.41128
C 0.71338 2.13770 1.44922
C 1.44672 3.08046 2.15542
H 3.35519 4.04405 2.38185
H 4.38973 2.72007 0.56321
H 3.12526 1.06200 -0.62674
H -0.31893 1.99345 1.72580
H 0.98338 3.63717 2.96176
C 1.09416 -1.77248 4.16667
C 2.09008 -2.77066 4.72952
As 1.99853 -3.01911 6.70102
C 0.14156 -3.62492 6.89955
C -0.48380 -3.49077 8.13761
C -1.77102 -3.95561 8.33786
C -2.45008 -4.58354 7.30701
C -1.82567 -4.76027 6.08515
C -0.53718 -4.29472 5.88891
C 1.78385 -1.09529 7.05490
C 0.60379 -0.47120 7.43158
C 0.54174 0.90791 7.53334
C 1.65281 1.67925 7.24399
C 2.84081 1.06589 6.88318
C 2.90671 -0.31146 6.80409
P 1.24921 -1.50855 2.30945
C 1.06735 -3.27762 1.83244
C 1.84990 -3.98847 0.93084
C 1.50665 -5.26750 0.52743
C 0.36220 -5.87013 1.01586
C -0.44888 -5.16869 1.89434
C -0.10992 -3.88627 2.27804
C 3.02583 -1.02055 2.38676
C 3.24035 0.16580 3.09399
C 4.49937 0.71946 3.20371
C 5.57963 0.12758 2.56929
C 5.37988 -1.03271 1.84425
C 4.11980 -1.60106 1.75844
H 1.23961 -0.79083 4.62171
H 0.06706 -2.07000 4.38768
H 3.11045 -2.44103 4.50673
H 1.96876 -3.74836 4.25383
H 0.05538 -3.01542 8.95264
H -2.24520 -3.83158 9.30125
H -3.45755 -4.94273 7.45937
H -2.34265 -5.26213 5.28007
H -0.05593 -4.46168 4.93416
H -0.28324 -1.06155 7.62535
H -0.38583 1.38028 7.82231
H 1.59138 2.75606 7.28903
H 3.71183 1.66083 6.65331
H 3.83447 -0.79477 6.51257
H 2.73349 -3.54645 0.51026
H 2.13258 -5.78629 -0.18690
H 0.09315 -6.86792 0.69966
H -1.36459 -5.61435 2.26037
H -0.78436 -3.33714 2.91890
H 2.40272 0.67878 3.54689
H 4.63316 1.63600 3.76074
H 6.56261 0.57380 2.62444
H 6.20764 -1.50094 1.32887
H 4.01633 -2.50570 1.18602
F -4.50520 -2.51028 2.17797
C -3.41008 -1.93691 1.58525
C -2.59116 -2.70347 0.78354
C -1.48209 -2.10707 0.20081
C -1.17489 -0.74876 0.33972
C -2.05461 -0.03224 1.15954
C -3.14625 -0.59917 1.79897
H -2.81056 -3.75112 0.63515
H -0.82700 -2.73050 -0.39424
H -1.90638 1.02933 1.28812
H -3.80213 -0.01668 2.43458
C 0.38921 -2.37178 -5.63675
C -0.45801 -3.32619 -4.78827
N -1.66899 -2.73802 -4.23653
C -2.91788 -3.04872 -4.90230
C -3.22447 -2.13073 -6.08769
C -1.58490 -1.84696 -3.19948
C -2.85755 -1.26200 -2.66117
N -0.49335 -1.49765 -2.64001
H 1.28673 -2.88336 -5.97820
H 0.68876 -1.49721 -5.06535
H -0.16113 -2.03083 -6.51001
H 0.15195 -3.71857 -3.96358
H -0.76176 -4.17553 -5.40618
H -3.73420 -2.99750 -4.17938
H -2.86119 -4.07996 -5.26755
H -3.34039 -1.10134 -5.75767
H -4.14261 -2.45660 -6.57248
H -2.41884 -2.16893 -6.81735
H -3.42618 -2.02163 -2.12117
H -3.46738 -0.85738 -3.46326
H -2.59391 -0.46476 -1.96582
H 0.34779 -1.92972 -3.01232
*
```



Relative energy (zero: lowest compared OMol25 entry of this formula, charge and spin) for the records above, in order: 105.85, 0.00 kcal per mole